1.
Formula: C21H84O21
Source: the OMol25 dataset
Level of theory: ωB97M-V with the def2-TZVPD basis set

The geometry in XYZ format:
```
126
Properties=species:S:1:pos:R:3
O -10.00 18.25 0.63
H -10.32 23.21 -0.34
H -4.49 15.31 2.24
H -11.70 23.50 5.14
C -4.88 18.42 -0.42
H -11.59 16.99 1.03
H -3.91 16.45 0.43
O -9.18 22.49 1.13
H -12.49 22.80 -6.28
H -7.21 21.02 -0.97
H -10.23 23.35 -3.08
C -3.42 15.58 2.15
H -14.26 19.04 0.52
H -8.58 21.21 -4.90
O -8.87 18.63 3.05
H -8.40 22.09 -1.62
H -7.28 18.10 1.94
H -13.08 24.82 -7.19
H -8.49 13.35 1.02
O -5.27 17.04 -0.54
C -9.11 21.50 -5.82
O -14.12 19.64 -4.28
O -9.00 15.29 1.29
C -10.69 23.51 4.75
H -18.70 21.01 -3.16
H -8.46 24.36 1.66
H -4.00 25.92 3.25
H -9.65 15.89 -2.25
H -9.46 24.44 -1.94
C -8.10 23.38 1.45
H -17.06 20.64 -3.10
O -12.90 21.13 -0.16
H -14.94 19.11 -4.28
H -11.00 18.28 5.14
H -7.38 23.45 0.65
O -18.02 20.90 -1.22
H -2.76 14.72 2.00
O -9.19 22.96 -5.82
H -8.53 11.74 -3.62
O -10.59 22.51 3.69
H -17.09 20.81 -0.90
H -7.51 22.96 2.32
H -13.05 17.88 -4.48
H -9.42 18.30 2.33
H -4.40 24.96 1.74
C -15.18 19.08 -0.10
H -18.18 19.43 -2.69
H -10.50 21.67 4.26
H -11.65 17.60 -0.55
H -9.62 19.70 4.16
H -7.77 19.81 1.68
H -8.73 16.86 -0.33
H -9.55 22.17 1.95
C -8.34 12.76 -3.36
H -14.11 21.24 -5.13
H -11.82 19.23 3.93
O -9.13 20.40 -0.80
O -4.75 24.08 3.57
H -8.07 12.75 -2.26
H -11.93 18.77 0.85
H -4.60 23.18 3.22
C -13.01 18.83 -3.96
H -14.48 22.10 -3.00
H -3.86 18.56 -0.87
O -15.47 20.42 -0.38
H -10.10 21.02 -5.75
C -3.98 24.97 2.75
H -8.51 15.91 4.38
C -11.32 19.26 4.90
H -6.25 17.01 -0.53
H -5.42 19.21 -0.97
H -12.06 19.27 -4.34
C -9.58 14.34 4.62
H -8.28 16.76 -3.14
H -6.95 19.35 3.21
H -2.93 24.67 2.56
H -16.10 18.71 0.36
C -7.63 19.02 2.42
H -8.01 20.58 -2.53
H -8.61 21.18 -6.72
C -7.94 14.27 0.98
C -17.96 20.46 -2.58
H -9.67 19.00 0.03
H -12.91 18.67 -2.83
O -10.84 22.97 -1.12
H -12.34 23.86 -8.46
H -12.55 22.39 1.45
C -13.83 22.62 -3.75
H -11.11 24.76 -2.41
H -9.94 23.27 5.51
H -12.04 19.56 5.69
C -11.37 17.90 0.44
C -8.96 16.82 -2.26
H -14.95 18.52 -1.04
O -11.73 23.23 -6.68
H -9.95 23.22 -6.44
H -8.94 15.60 2.20
H -10.44 24.53 4.37
H -14.67 20.96 -0.42
H -9.53 17.74 -2.30
C -12.35 21.35 1.13
H -9.82 14.77 5.55
O -3.13 16.45 1.03
O -7.23 13.50 -3.93
H -11.38 25.00 -7.63
H -9.28 13.31 -3.45
H -12.20 21.34 -0.79
H -14.03 23.64 -3.56
H -7.42 14.57 0.04
H -9.34 13.27 4.74
C -8.11 21.01 -1.53
H -11.29 21.20 1.11
H -7.27 13.34 -4.88
O -8.36 14.95 4.23
H -12.79 22.53 -3.42
H -9.35 21.10 -0.17
H -10.23 14.55 3.80
C -10.44 23.95 -2.17
H -3.01 16.09 3.01
H -4.78 18.64 0.63
O -13.97 22.19 -5.09
O -8.12 16.83 -1.08
O -10.18 20.07 4.87
H -7.20 14.29 1.78
C -12.16 24.30 -7.51
H -12.77 20.66 1.90
```

LUMO, Ha: 0.0079
HOMO energy, eV: -9.42
E_tot, eV: -66127.71971
Frontier orbital gap, eV: 9.6
Net charge: 0

Results of the Löwdin charge analysis, in e, for atoms 1 through 5: atom 1 (O): -0.19, atom 2 (H): 0.04, atom 3 (H): 0.08, atom 4 (H): 0.07, atom 5 (C): -0.14

---

2.
Formula: C21H9Cl5N3O8RuS2
Source: the OMol25 dataset
Level of theory: ωB97M-V with the def2-TZVPD basis set

The geometry in XYZ format:
```
49
Properties=species:S:1:pos:R:3
H 2.27 0.70 -3.04
C 4.39 0.45 -3.37
C -0.48 -2.93 -4.48
C -2.85 5.01 0.83
C 4.26 -1.45 -1.35
C -0.93 -3.11 4.08
Ru -0.52 -1.12 0.19
S -1.44 1.61 2.46
H -1.10 4.00 -1.89
C -3.12 -2.56 3.24
N 0.08 -2.87 -5.50
O 0.75 -0.89 -1.80
O -1.49 0.31 1.77
S -0.40 1.54 -0.81
C -2.53 -2.22 2.02
N -1.19 -3.10 -3.41
O 1.74 -1.56 0.04
H 4.45 1.20 -4.15
C 1.78 -1.09 -1.14
C -0.38 -2.75 2.85
H 6.49 -0.03 -3.47
H -2.51 5.90 -1.09
O -1.50 0.57 -1.07
C -2.31 -3.01 4.27
N -1.19 -2.73 -1.01
O -0.14 1.97 2.97
C 3.11 -0.78 -1.75
C 5.47 -1.19 -1.97
Cl -4.82 -2.42 3.46
C -1.53 4.00 -0.90
C -1.27 2.91 -0.07
C -1.11 -2.82 -2.18
Cl 1.33 -2.85 2.63
C -1.16 -2.32 1.80
H 6.36 -1.72 -1.67
H -3.47 5.83 1.19
C -1.80 2.87 1.22
Cl 0.08 -3.67 5.37
H 4.18 -2.18 -0.56
C -2.31 5.05 -0.44
H -3.00 3.87 2.66
O 0.22 2.08 -2.00
C 3.18 0.18 -2.76
C -2.59 3.93 1.66
Cl -3.01 -3.47 5.78
O -2.52 1.73 3.42
C 5.54 -0.24 -2.98
Cl -3.51 -1.61 0.74
O 0.53 1.00 0.19
```

LUMO (spin up / spin down), Ha: 0.1478 / 0.1483
HOMO energy (spin up / spin down), eV: -3.55 / -3.44
E_tot, eV: -129639.28719
Frontier orbital gap (spin up / spin down), eV: 7.6 / 7.5
Net charge: -2
Multiplicity: 2

Results of the Löwdin charge analysis, in e, for atoms 1 through 5: atom 1 (H): 0.11, atom 2 (C): -0.09, atom 3 (C): -0.43, atom 4 (C): -0.09, atom 5 (C): -0.02

---

3.
Formula: C22H10Cl2N6O2PtS2
Source: the OMol25 dataset
Level of theory: ωB97M-V with the def2-TZVPD basis set

The geometry in XYZ format:
```
45
Properties=species:S:1:pos:R:3
N -3.89 2.88 3.94
C -2.63 0.67 3.55
C -0.29 2.28 -2.13
C 2.36 1.65 0.32
C -4.00 -0.74 -1.62
N 1.72 0.57 0.83
H -1.16 1.72 -2.44
H -4.99 -0.30 -1.70
S -0.87 -0.89 2.11
N -1.79 -0.56 -0.80
C -2.43 -2.48 -2.03
Pt -0.15 0.22 0.22
C 2.61 -2.94 0.14
C 4.29 -2.02 1.61
N -3.10 -1.37 5.06
N 0.71 -1.46 -0.47
H -0.56 3.88 -3.51
C -3.02 -0.06 -0.93
H 2.23 -3.76 -0.44
C 3.61 -0.81 1.65
H 1.48 5.09 -2.72
N 0.44 1.75 -1.15
C -1.48 -1.75 -1.34
H 2.85 4.04 -0.88
C -0.08 -2.32 -1.13
C 2.44 -0.66 0.94
C 1.93 -1.73 0.18
C 1.95 3.59 -1.26
C -3.71 -1.97 -2.18
H 4.01 0.02 2.22
C 1.19 4.15 -2.28
C 1.53 2.39 -0.72
O 0.18 -3.44 -1.53
C -3.32 1.90 3.78
O 3.51 1.98 0.52
H -4.46 -2.53 -2.71
S -1.38 1.84 1.39
H -2.12 -3.44 -2.43
C -2.88 -0.45 4.40
Cl 4.61 -4.60 0.81
C -1.75 0.56 2.51
Cl 5.75 -2.18 2.51
C 0.06 3.48 -2.72
C 3.79 -3.08 0.86
H -3.20 0.89 -0.44
```

LUMO, Ha: -0.0453
HOMO energy, eV: -8.33
E_tot, eV: -85975.26288
Frontier orbital gap, eV: 7.1
Net charge: 0

Results of the Löwdin charge analysis, in e, for atoms 1 through 5: atom 1 (N): 0.17, atom 2 (C): -0.37, atom 3 (C): -0.10, atom 4 (C): -0.45, atom 5 (C): -0.03

---

Energy above the lowest of the compared OMol25 structures with the same formula, charge and spin (kcal/mol)
38.7 57.6 0.8